{"formula": "C5H11NO", "method": "ωB97M-V/def2-TZVPD", "smiles": "CC(C)N(C)C=O", "homo_ev": -9.41, "orbital_gap_ev": 10.314, "lumo_energy_ev": 0.91, "e_tot_ev": -8899.473, "elements": ["C", "C", "C", "N", "C", "C", "O", "H", "H", "H", "H", "H", "H", "H", "H", "H", "H", "H"], "positions_angstrom": [[-1.12, -1.28, -0.80], [-0.52, 0.11, -0.56], [-1.21, 0.75, 0.96], [0.92, 0.11, -0.45], [1.26, -0.47, 0.82], [1.63, 1.20, -0.90], [1.28, 1.95, -1.79], [-0.98, -1.90, 0.09], [-2.19, -1.16, -0.96], [-0.72, -1.83, -1.66], [-0.74, 0.76, -1.43], [-1.07, 1.84, 0.94], [-2.25, 0.47, 0.86], [-1.05, 0.54, 2.07], [1.17, -1.56, 0.80], [2.27, -0.19, 1.13], [0.43, -0.07, 1.44], [2.59, 1.33, -0.36]], "mulliken_charge": [-1.40, 0.02, -1.23, 0.00, -0.78, 0.23, -0.54, 0.34, 0.38, 0.37, 0.42, 0.33, 0.40, 0.35, 0.21, 0.39, 0.27, 0.24]}